# BH4NO

2 unconnected molecules or ions with the total composition BH4NO (ωB97M-V/def2-TZVPD, the Open Molecules 2025 dataset).

Output
gap between HOMO and LUMO (spin up / spin down) = 8.71 / 8.26 eV
calculated total energy = -4276.0927 eV
HOMO energy (spin up / spin down) = -8.55 / -8.15 eV
relative energy (zero: lowest compared OMol25 entry of this formula, charge and spin) = 462.56 kJ/mol
strongest force on any atom = 4.22 eV/A

Element x y z (Å)
B: 0.911 -0.605 -0.080
N: -1.481 0.539 -0.106
O: 1.708 0.428 -0.134
H: 1.041 -1.703 0.263
H: -1.297 0.174 0.816
H: -2.064 -0.062 -0.618
H: 1.180 1.229 -0.142

---

# CH5IOSi

A single CH5IOSi molecule (ωB97M-V/def2-TZVPD, the Open Molecules 2025 dataset).

Output
gap between HOMO and LUMO = 10.32 eV
calculated total energy = -19145.4536 eV
HOMO energy = -9.97 eV
relative energy (zero: lowest compared OMol25 entry of this formula, charge and spin) = 51.13 kJ/mol
strongest force on any atom = 3.78 eV/A

Element x y z (Å)
C: -0.278 1.137 0.751
Si: 0.320 -0.203 -0.589
O: 0.815 -1.730 0.296
I: -1.600 -0.955 -2.077
H: -1.263 0.921 1.127
H: 0.328 1.078 1.618
H: -0.334 2.154 0.483
H: 1.620 0.002 -1.389
H: 0.392 -2.404 -0.220

---

# C25H19AuN5OS

A molecular structure, C25H19AuN5OS (ωB97M-V/def2-TZVPD, the Open Molecules 2025 dataset).

Output
gap between HOMO and LUMO = 6.76 eV
calculated total energy = -50255.4380 eV
net charge = +1
HOMO energy = -9.89 eV
relative energy (zero: lowest compared OMol25 entry of this formula, charge and spin) = 0.00 kJ/mol
strongest force on any atom = 1.46 eV/A

Element x y z (Å)
Au: 12.245 -12.876 16.451
C: -0.384 -7.808 19.552
O: 0.427 -7.511 18.430
C: 1.705 -7.920 18.394
C: 2.309 -8.692 19.353
C: 3.580 -9.227 19.085
C: 4.287 -8.877 17.925
C: 3.647 -8.041 16.988
C: 2.409 -7.545 17.229
C: 5.654 -9.352 17.689
N: 6.224 -10.317 18.376
C: 7.432 -10.519 17.807
C: 7.611 -9.627 16.759
N: 6.471 -8.862 16.729
C: 8.849 -9.581 16.039
C: 9.132 -8.634 15.062
C: 10.372 -8.619 14.473
C: 11.314 -9.583 14.863
N: 11.055 -10.496 15.777
C: 9.876 -10.476 16.417
C: 9.654 -11.461 17.488
N: 10.621 -12.392 17.737
C: 10.406 -13.216 18.768
C: 9.256 -13.217 19.548
C: 8.234 -12.355 19.247
C: 8.430 -11.469 18.197
H: -1.291 -7.293 19.389
H: 0.029 -7.474 20.511
H: -0.583 -8.877 19.631
H: 1.751 -8.924 20.250
H: 4.066 -9.916 19.764
H: 4.147 -7.809 16.064
H: 1.843 -7.009 16.461
H: 6.218 -8.105 16.125
H: 8.398 -7.886 14.772
H: 10.635 -7.852 13.774
H: 12.318 -9.612 14.438
H: 11.176 -13.927 18.946
H: 9.210 -13.878 20.384
H: 7.308 -12.331 19.790
S: 13.972 -13.528 15.061
C: 13.555 -12.754 13.602
N: 14.576 -12.361 12.834
C: 14.416 -11.665 11.682
C: 13.163 -11.383 11.228
C: 12.074 -11.843 11.946
C: 12.245 -12.555 13.103
H: 15.544 -12.550 13.155
H: 15.325 -11.451 11.192
H: 13.065 -10.857 10.289
H: 11.075 -11.733 11.527
H: 11.475 -12.912 13.803

---

# C5H12O

2 unconnected molecules or ions with the total composition C5H12O (ωB97M-V/def2-TZVPD, the Open Molecules 2025 dataset).

Output
gap between HOMO and LUMO = 9.10 eV
calculated total energy = -7422.6730 eV
HOMO energy = -8.25 eV
relative energy (zero: lowest compared OMol25 entry of this formula, charge and spin) = 447.53 kJ/mol
strongest force on any atom = 4.87 eV/A

Element x y z (Å)
C: -0.311 1.255 1.167
C: 0.144 2.409 1.695
C: 1.721 2.648 1.600
H: -0.880 0.727 1.890
H: -0.241 0.915 0.083
H: -0.516 3.133 2.285
H: 1.939 3.611 1.090
H: 2.270 1.742 1.035
H: 2.047 2.837 2.667
C: -1.019 -2.737 -1.003
C: -0.425 -1.494 -1.417
O: 0.047 -1.538 -2.858
H: -2.097 -2.656 -1.375
H: -0.969 -2.953 0.080
H: -0.644 -3.522 -1.505
H: -1.327 -0.725 -1.644
H: 0.295 -1.196 -0.650
H: -0.035 -2.455 -3.140

---

# CHClN2O3S

A molecular structure, CHClN2O3S (ωB97M-V/def2-TZVPD, the Open Molecules 2025 dataset).

Output
gap between HOMO and LUMO (spin up / spin down) = 7.91 / 7.91 eV
calculated total energy = -33529.6863 eV
HOMO energy (spin up / spin down) = -10.08 / -10.08 eV
relative energy (zero: lowest compared OMol25 entry of this formula, charge and spin) = 336.45 kJ/mol
strongest force on any atom = 3.93 eV/A

Element x y z (Å)
C: 0.441 0.682 0.257
N: -0.371 0.759 1.377
N: -1.427 0.720 1.829
O: 0.756 1.562 -0.466
O: -1.535 0.421 -0.916
O: -3.603 1.664 -0.306
S: -2.630 0.638 -0.013
Cl: -3.748 -1.229 -0.081
H: 0.856 -0.433 0.303

---

# C4H7NS2

A single C4H7NS2 molecule (ωB97M-V/def2-TZVPD, the Open Molecules 2025 dataset).

Output
gap between HOMO and LUMO = 8.26 eV
calculated total energy = -27420.0074 eV
HOMO energy = -7.59 eV
relative energy (zero: lowest compared OMol25 entry of this formula, charge and spin) = 177.37 kJ/mol
strongest force on any atom = 4.60 eV/A

Element x y z (Å)
C: 1.994 -0.427 0.011
C: -0.617 0.316 -0.092
C: -0.291 -1.198 -0.298
C: 0.575 1.041 0.428
N: 1.166 -1.367 -0.316
S: 3.542 -0.208 0.333
S: 1.112 2.543 -0.343
H: -0.976 0.721 -1.070
H: -1.534 0.298 0.585
H: -0.598 -1.844 0.628
H: -0.862 -1.374 -1.205
H: 0.642 1.104 1.518
H: 1.534 -2.288 -0.450
H: 0.856 2.375 -1.699

---

> Which of these has the lowest relative energy (zero: lowest compared OMol25 entry of this formula, charge and spin)?

C25H19AuN5OS

---

> Among the records above, which one has the highest calculated total energy?

BH4NO